[1]
DFT (ωB97M-V with the def2-TZVPD basis set) results for 2 unconnected molecules or ions with the total composition CH2BrN.

Calculated values
LUMO level in eV: 0.97
Structure (SMILES): C#N.Br
Gap between HOMO and LUMO in eV: 11.829
Calculated total energy in Eh: -2668.032172
Charge: 0
HOMO level in eV: -10.86
Largest force on an atom in hartree/bohr: 0.075
ΔE to the lowest compared entry with this formula, charge and spin in eV: 0.409
2S+1: 1

Last column: natural (NBO) charge in e.
Atoms and positions in Å:
1 C -0.54 1.61 0.64  0.07
2 N -0.56 0.53 1.01  -0.30
3 H -0.45 2.67 0.66  0.23
4 Br 1.25 -2.83 -1.29  -0.18
5 H 0.29 -1.98 -1.03  0.18

[2]
DFT (ωB97M-V with the def2-TZVPD basis set) results for a molecular structure, CH2BrN3.

Calculated values
LUMO level (spin up / spin down) in eV: 0.91 / -1.38
Gap between HOMO and LUMO (spin up / spin down) in eV: 7.694 / 8.073
Calculated total energy in Eh: -2777.308982
Charge: 0
⟨S²⟩: 2.009
HOMO level (spin up / spin down) in eV: -6.79 / -9.46
Largest force on an atom in hartree/bohr: 0.079
ΔE to the lowest compared entry with this formula, charge and spin in eV: 3.956
2S+1: 3

Last column: natural (NBO) charge in e.
Atoms and positions in Å:
1 C 1.94 0.32 0.58  0.12
2 N 1.00 1.82 -0.01  -0.19
3 N 0.72 -0.23 -0.01  -0.48
4 N 0.00 0.92 -0.05  -0.32
5 Br 3.70 0.02 -0.08  0.08
6 H 0.23 -1.08 0.23  0.38
7 H -1.02 1.13 -0.04  0.41

[3]
DFT (ωB97M-V with the def2-TZVPD basis set) results for CH2BrNO4 in the gas phase.

Calculated values
LUMO level in eV: -0.60
Structure (SMILES): O=C(Br)[N+]([O-])(O)O
Gap between HOMO and LUMO in eV: 9.626
Calculated total energy in Eh: -2968.789611
Charge: 0
HOMO level in eV: -10.23
Largest force on an atom in hartree/bohr: 0.202
ΔE to the lowest compared entry with this formula, charge and spin in eV: 5.158
2S+1: 1

Last column: natural (NBO) charge in e.
Atoms and positions in Å:
1 O 0.03 -2.14 -0.05  -0.42
2 C 0.58 -1.15 0.15  0.55
3 Br 2.06 -0.80 1.34  0.06
4 N -0.11 0.28 0.05  0.51
5 O 0.61 1.12 0.28  -0.51
6 O -0.63 0.29 -1.25  -0.65
7 O -1.28 0.40 0.85  -0.53
8 H -0.09 0.66 -2.14  0.51
9 H -1.17 1.35 0.77  0.47

[4]
DFT (ωB97M-V with the def2-TZVPD basis set) results for CH2BrNOS in the gas phase.

Calculated values
LUMO level in eV: -1.22
Structure (SMILES): NC(=S)OBr
Gap between HOMO and LUMO in eV: 7.731
Calculated total energy in Eh: -3141.436601
Charge: 0
HOMO level in eV: -8.95
Largest force on an atom in hartree/bohr: 0.071
ΔE to the lowest compared entry with this formula, charge and spin in eV: 1.656
2S+1: 1

Last column: natural (NBO) charge in e.
Atoms and positions in Å:
1 N -0.74 -0.49 -0.10  -0.83
2 C 0.01 0.62 0.09  0.36
3 S -0.57 2.16 -0.02  -0.13
4 O 1.43 0.54 -0.01  -0.54
5 Br 2.07 -1.23 0.05  0.27
6 H -0.39 -1.39 0.20  0.42
7 H -1.81 -0.22 -0.21  0.45

[5]
DFT (ωB97M-V with the def2-TZVPD basis set) results for CH2BrP in the gas phase.

Calculated values
LUMO level in eV: -0.45
Structure (SMILES): C=PBr
Gap between HOMO and LUMO in eV: 9.331
Calculated total energy in Eh: -2954.638909
Charge: 0
HOMO level in eV: -9.78
Largest force on an atom in hartree/bohr: 0.050
ΔE to the lowest compared entry with this formula, charge and spin in eV: 0.000
2S+1: 1

Last column: natural (NBO) charge in e.
Atoms and positions in Å:
1 C -0.42 -0.14 0.59  -0.87
2 P -0.44 0.90 -0.71  0.70
3 Br 1.77 0.56 -1.40  -0.30
4 H -1.33 -0.56 1.00  0.24
5 H 0.42 -0.76 0.51  0.23

[6]
DFT (ωB97M-V with the def2-TZVPD basis set) results for CH2Cl2FN in the gas phase.

Calculated values
LUMO level in eV: 0.07
Structure (SMILES): FCN(Cl)Cl
Gap between HOMO and LUMO in eV: 10.031
Calculated total energy in Eh: -1114.187128
Charge: 0
HOMO level in eV: -9.96
Largest force on an atom in hartree/bohr: 0.091
ΔE to the lowest compared entry with this formula, charge and spin in eV: 3.020
2S+1: 1

Last column: natural (NBO) charge in e.
Atoms and positions in Å:
1 F 0.02 1.51 -0.87  -0.33
2 C -0.28 0.25 -0.59  0.20
3 N -1.73 0.03 -0.69  -0.45
4 Cl -2.29 -1.46 0.07  0.12
5 Cl -2.50 1.31 0.12  0.14
6 H 0.22 -0.07 0.59  0.14
7 H 0.12 -0.21 -1.42  0.18

[7]
DFT (ωB97M-V with the def2-TZVPD basis set) results for 2 unconnected molecules or ions with the total composition CH2Cl2N2.

Calculated values
LUMO level (spin up / spin down) in eV: 0.49 / -3.29
Gap between HOMO and LUMO (spin up / spin down) in eV: 6.947 / 6.828
Calculated total energy in Eh: -1068.971192
Charge: 0
⟨S²⟩: 2.023
HOMO level (spin up / spin down) in eV: -6.46 / -10.12
Largest force on an atom in hartree/bohr: 0.136
ΔE to the lowest compared entry with this formula, charge and spin in eV: 1.371
2S+1: 3

Last column: natural (NBO) charge in e.
Atoms and positions in Å:
1 C -0.97 0.62 0.56  0.46
2 N -2.12 0.58 1.13  -0.54
3 N 0.16 0.38 0.33  -0.36
4 Cl 1.64 0.97 -0.26  0.06
5 Cl 1.72 -1.84 -0.70  -0.23
6 H 2.47 -1.47 -1.55  0.24
7 H -2.89 0.77 0.49  0.37

[8]
DFT (ωB97M-V with the def2-TZVPD basis set) results for 2 unconnected molecules or ions with the total composition CH2Cl2NO2S.

Calculated values
LUMO level (spin up / spin down) in eV: 3.37 / 3.37
Gap between HOMO and LUMO (spin up / spin down) in eV: 7.018 / 7.025
Calculated total energy in Eh: -1563.050448
Charge: -1
HOMO level (spin up / spin down) in eV: -3.65 / -3.66
Largest force on an atom in hartree/bohr: 0.059
ΔE to the lowest compared entry with this formula, charge and spin in eV: 2.867
2S+1: 1

Last column: natural (NBO) charge in e.
Atoms and positions in Å:
1 C -1.29 1.20 -0.78  -0.32
2 N 0.49 -0.86 0.92  -1.08
3 O 0.58 -1.70 -1.30  -1.01
4 O 2.16 0.23 -0.89  -0.98
5 S 0.83 -0.40 -0.75  1.85
6 Cl -0.45 2.25 0.33  -0.10
7 Cl -2.42 0.25 0.14  -0.09
8 H 0.68 0.09 1.27  0.35
9 H -0.58 -1.08 1.07  0.38